No. 1
Formula: C7H15F12HfO17S4
Source: OMol25
Level of theory: ωB97M-V/def2-TZVPD

Element x y z (Å)
Hf: 27.81376 -24.54105 26.40076
C: 28.04365 -23.89381 31.15506
F: 28.95200 -24.57282 31.85503
F: 27.12622 -24.78043 30.70504
F: 27.39802 -23.03837 31.94114
S: 28.79847 -23.00247 29.65470
O: 28.36864 -21.65330 29.80179
O: 30.20922 -23.26398 29.78174
O: 28.21185 -23.74665 28.52365
C: 23.71046 -24.37002 29.23569
F: 23.26078 -23.19783 28.80917
F: 24.56347 -24.16776 30.22711
F: 22.68256 -25.06976 29.71544
S: 24.45822 -25.29515 27.78067
O: 23.57472 -24.99094 26.68260
O: 25.82542 -24.80336 27.53210
O: 24.47578 -26.65652 28.24853
C: 25.12526 -21.06876 27.19527
F: 24.30110 -21.95238 26.60937
F: 24.56885 -19.86788 27.13405
F: 25.27756 -21.48385 28.44766
S: 26.72425 -21.00908 26.29590
O: 27.40994 -22.31264 26.46694
O: 26.29700 -20.80761 24.92900
O: 27.44544 -19.93451 26.88770
C: 32.35305 -22.71369 26.14384
F: 33.13124 -21.77343 25.62995
F: 32.44226 -23.83397 25.39511
F: 32.75113 -23.00368 27.37784
S: 30.59029 -22.08239 26.22525
O: 30.41128 -21.38114 24.97855
O: 29.80257 -23.33000 26.28939
O: 30.58102 -21.29804 27.41212
C: 27.10978 -28.65695 25.75037
C: 26.42806 -27.52481 24.95742
C: 24.93538 -27.57124 25.22828
O: 27.00727 -26.30717 25.26039
H: 26.70504 -28.76208 26.76130
H: 28.19319 -28.50638 25.80790
H: 27.05203 -29.66226 25.31393
H: 26.63045 -27.77062 23.89992
H: 24.41179 -26.62801 25.08707
H: 24.81546 -27.81590 26.28945
H: 24.37010 -28.39238 24.77754
O: 28.20200 -26.21840 28.02862
H: 28.91968 -26.40023 28.64522
H: 27.46562 -26.79284 28.28714
O: 29.67698 -25.82719 25.57156
H: 30.38066 -25.95511 26.22222
H: 30.07919 -26.02825 24.72218
O: 25.70334 -23.82812 25.15166
H: 24.91772 -24.36581 25.35201
H: 25.54045 -23.43577 24.28818
O: 28.37648 -23.82259 24.26329
H: 28.26385 -23.02248 23.73189
H: 28.90768 -24.42225 23.73425

Cartesian forces, eV/Å:
-2.3 0.9 -0.3
-0.6 0.1 -1.3
0.0 0.1 0.2
0.2 -0.2 0.3
0.3 -0.1 0.3
1.2 0.3 0.7
-0.5 0.0 -0.1
-0.2 -0.4 0.0
-0.5 -0.6 -1.0
0.3 0.3 -0.5
-0.2 0.1 0.1
0.2 -0.1 0.0
-0.1 -0.2 -0.2
-0.2 -1.0 0.0
-0.1 0.2 0.0
1.0 0.6 0.3
0.1 0.1 0.3
0.3 -1.2 -0.3
-0.2 0.3 -0.1
-0.1 0.1 0.4
0.1 0.6 0.3
0.5 0.8 -1.2
-0.3 -1.2 0.2
-0.1 -0.4 -0.1
0.0 0.0 0.4
-1.5 0.2 0.4
0.4 -0.1 -0.1
0.3 0.0 -0.1
0.4 -0.2 -0.1
0.1 1.1 -0.3
0.0 -0.5 -0.2
0.0 -1.3 0.6
0.0 -0.1 0.2
0.6 -0.6 0.1
0.5 -1.0 -0.2
-0.5 -0.4 1.1
1.2 2.7 1.5
0.1 0.3 0.0
-0.1 0.4 0.1
-0.5 0.2 -0.3
-0.1 0.3 -0.1
0.1 -0.1 -0.4
0.0 0.4 0.0
0.3 0.1 -0.6
0.1 -0.7 -0.5
0.0 0.5 0.1
-0.1 0.2 -0.3
0.3 -0.5 0.7
0.1 0.3 -0.1
-0.2 0.0 -0.1
0.0 -0.4 -0.2
0.1 0.1 0.2
0.3 0.2 0.1
-0.4 -0.5 -0.7
-0.1 0.3 0.6
-0.1 0.0 0.0

As for the total charge: -1. The value obtained for the HOMO energy is -7.266 eV. The calculated total energy is -119575.1086 eV. The frontier orbital gap is 8.42 eV. The energy above the lowest of the compared OMol25 structures with the same formula, charge and spin is 22.15 kcal per mole.

No. 2
Formula: C32H29CeClN8O8S
Source: OMol25
Level of theory: ωB97M-V/def2-TZVPD

Element x y z (Å)
Ce: -0.15865 0.52262 0.27666
C: -0.03503 3.56205 -1.75422
C: 1.11389 2.67721 -2.19366
C: 2.16713 3.26932 -2.93379
C: 3.22507 2.49300 -3.30685
C: 3.20987 1.12225 -3.08491
C: 2.15377 0.59695 -2.34790
N: 1.13439 1.35532 -1.89245
C: 2.02954 -0.85129 -2.04277
C: 2.95354 -1.77891 -2.59337
C: 2.71976 -3.13739 -2.41940
C: 1.61206 -3.52926 -1.73533
C: 0.82332 -2.53718 -1.12734
N: 1.01557 -1.24282 -1.22410
C: -0.43700 -2.96289 -0.42386
C: -0.69194 -4.29833 -0.10019
C: -1.90187 -4.64637 0.51945
C: -2.83267 -3.63622 0.68709
C: -2.52434 -2.29386 0.40869
C: -3.56623 -1.26069 0.55700
N: -1.31893 -1.98212 -0.08685
H: 0.21532 4.62422 -2.00092
H: -0.15314 3.48629 -0.68746
H: -0.96024 3.30076 -2.22367
H: 2.11530 4.32593 -3.22420
H: 4.16553 2.96917 -3.67530
H: 4.02224 0.50767 -3.48020
H: 3.82479 -1.45167 -3.07653
H: 3.32453 -3.95732 -2.78641
H: 1.35642 -4.58746 -1.62430
H: 0.06453 -5.09975 -0.18932
H: -2.02571 -5.63291 0.98748
H: -3.77818 -3.91200 1.05528
H: -4.32151 -1.60807 1.29234
H: -4.09680 -1.12318 -0.38878
H: -3.18129 -0.30157 0.87972
C: -2.13383 1.72818 4.35684
N: -0.70796 1.47688 4.25461
C: 0.30853 2.05395 4.94030
C: 1.46605 1.39208 4.63057
N: 1.08229 0.43924 3.71810
C: -0.25318 0.47522 3.49381
S: -1.15509 -0.67617 2.58835
C: 1.92860 -0.61416 3.28943
C: 2.70033 -1.28093 4.21386
C: 3.44961 -2.35164 3.79206
C: 3.23133 -2.78118 2.50744
C: 2.48207 -2.00331 1.65192
N: 1.78622 -0.92950 2.00766
H: -2.55842 0.99127 4.96547
H: -2.52793 1.95417 3.38009
H: -2.29004 2.67524 4.93347
H: 0.22392 2.83625 5.64990
H: 2.49883 1.51235 4.93556
H: 2.76397 -0.93671 5.24460
H: 4.15899 -2.88039 4.46300
H: 3.80645 -3.57140 2.08205
H: 2.57435 -2.07234 0.59395
C: -1.02199 -0.86841 -3.67725
C: -1.88466 0.12330 -2.95252
N: -1.68318 0.58954 -1.71922
C: -2.73951 1.39773 -1.43547
C: -3.59353 1.40873 -2.55297
N: -3.03540 0.55589 -3.47503
C: -4.81212 2.18678 -3.03369
O: -5.30031 3.05627 -2.17599
O: -5.27304 1.85783 -4.09753
C: -2.76250 2.18697 -0.23686
O: -3.52442 3.11646 -0.04353
O: -1.80203 1.78679 0.60910
H: -0.06262 -0.43338 -3.94448
H: -1.54981 -1.15920 -4.57953
H: -0.82582 -1.76735 -3.15410
H: -3.42402 0.44489 -4.42098
H: -4.68260 3.18407 -1.43188
O: 2.81025 3.80100 1.29762
Cl: 2.84061 2.41770 1.33999
O: 3.30331 1.88952 2.58460
O: 3.55851 1.84694 0.23517
O: 1.36676 1.95935 1.13189

Cartesian forces, eV/Å:
1.1 -1.4 -0.1
1.3 0.5 -0.2
0.4 0.2 -0.7
-1.2 0.1 0.4
1.8 0.2 -0.2
-0.2 -0.2 0.2
0.0 -0.1 -0.1
0.1 1.1 0.5
1.3 -0.6 -0.1
-1.6 0.1 1.2
0.3 -0.2 -0.2
-1.1 0.2 0.9
-1.5 -2.1 0.5
1.0 1.1 -1.2
-0.4 -0.2 0.7
0.3 -0.6 0.5
0.8 0.7 0.2
0.8 0.0 -0.3
0.5 -1.5 -0.6
-1.1 0.0 0.5
0.6 0.3 -0.4
-0.3 -0.9 0.3
-0.1 0.1 0.6
-0.6 -0.2 -0.4
0.1 -0.5 0.4
-1.1 -0.5 -0.1
-0.3 0.2 0.4
0.8 0.4 -0.8
0.5 0.5 -0.3
0.1 0.6 -0.1
-0.5 0.8 -0.2
-0.2 0.4 -0.7
-1.1 0.0 0.6
0.4 0.4 -0.4
0.1 0.0 -0.1
0.0 0.1 0.1
0.6 3.1 0.7
-0.7 -0.2 -0.6
1.7 -0.3 0.4
-1.1 0.3 -0.1
0.6 -0.4 0.4
0.7 -0.2 0.3
0.1 0.5 0.0
-1.2 0.1 -0.2
0.4 0.7 0.8
0.2 -1.0 0.7
0.8 0.3 -0.7
0.2 0.5 -0.4
0.5 0.1 0.3
-1.0 -1.4 0.2
-0.4 -0.6 -0.3
0.4 -0.7 -0.4
-0.5 0.6 0.3
-0.4 0.1 -0.1
-0.1 0.0 -0.3
-0.7 0.5 -0.5
0.2 -0.6 -0.1
-0.1 -0.9 -0.6
-0.4 1.1 -0.7
1.2 -1.6 0.2
0.0 -0.5 -0.4
-1.7 -0.1 -3.0
0.2 0.7 0.4
-0.1 1.1 0.9
0.2 -1.3 0.4
-0.2 0.1 -0.8
0.1 0.7 0.4
-0.4 1.1 1.0
0.6 -0.8 0.0
-0.4 0.6 -0.1
0.0 0.1 -0.1
0.1 0.0 -0.3
0.0 -0.8 0.9
0.2 0.0 0.6
0.0 0.1 0.5
-0.2 1.7 0.2
0.7 -2.0 -1.0
-0.5 0.2 -0.5
-0.4 0.1 0.5
-0.1 -0.2 0.2

As for the total charge: +2. The value obtained for the HOMO energy (alpha / beta) is -14.050 / -14.050 eV. The calculated total energy is -98226.7662 eV. The frontier orbital gap (alpha / beta) is 6.35 / 6.35 eV. The energy above the lowest of the compared OMol25 structures with the same formula, charge and spin is 0.00 kcal per mole.

No. 3
Formula: C38H48Br2N4O2P2PrS4Si2
Source: OMol25
Level of theory: ωB97M-V/def2-TZVPD

Element x y z (Å)
Pr: 14.79259 12.87426 9.71322
Br: 20.27961 13.20817 14.38012
C: 18.73357 12.92847 13.32741
C: 18.44348 11.76664 12.60231
C: 17.39220 11.81675 11.69993
N: 16.55055 12.82900 11.65240
C: 16.76087 13.92630 12.39066
C: 17.89558 14.04703 13.22621
C: 15.85196 15.01589 12.26386
C: 15.95101 16.12637 13.13970
C: 15.06014 17.16252 13.02428
Br: 14.97286 18.54775 14.35208
C: 14.10922 17.11137 11.96936
C: 14.09070 16.01045 11.11398
N: 14.93046 15.00222 11.26503
H: 18.99310 10.86259 12.67544
H: 17.25331 10.99947 11.00532
H: 18.16970 14.94268 13.80030
H: 16.71796 16.15181 13.92586
H: 13.37165 17.90204 11.82280
H: 13.40856 15.94185 10.27629
C: 10.57574 8.76941 13.28596
C: 10.21802 9.99738 12.46369
O: 11.29797 10.14254 11.48987
P: 11.61474 11.64527 10.95440
S: 12.27228 11.54973 9.06454
S: 12.93356 12.61382 12.06314
O: 10.08092 12.27255 11.06823
C: 9.76264 13.66142 10.64733
C: 8.41148 13.96241 11.23975
H: 9.87123 8.67446 14.10924
H: 11.56630 8.81130 13.75393
H: 10.52520 7.89066 12.65958
H: 10.17064 10.91320 13.09905
H: 9.29852 9.86960 11.86927
H: 9.77461 13.77359 9.52825
H: 10.55315 14.33883 11.01342
H: 7.68423 13.15943 11.03574
H: 8.00219 14.93101 10.83824
H: 8.49255 13.99422 12.32622
C: 13.73581 8.30295 8.78388
Si: 15.13372 9.08327 9.78728
C: 14.50751 9.19337 11.54847
C: 16.71779 7.99372 9.87778
N: 15.65753 10.67915 9.02113
C: 16.37942 10.65949 7.89113
C: 16.65239 9.50353 7.04894
C: 17.69224 9.55154 6.12785
C: 18.39309 10.73084 5.81695
C: 18.08797 11.89342 6.50652
C: 17.07755 11.96583 7.49345
N: 16.72151 13.13879 8.13000
Si: 17.40456 14.65780 7.51506
C: 16.39946 16.02825 8.39072
C: 17.23217 15.10414 5.68290
C: 19.18822 14.81398 8.21378
H: 13.76289 7.18600 8.77877
H: 13.80319 8.70968 7.73488
H: 12.75975 8.66622 9.22216
H: 14.86114 8.33079 12.20046
H: 13.43845 9.23730 11.62559
H: 14.92157 10.14497 12.04991
H: 16.62616 6.91193 9.73069
H: 17.19517 8.13929 10.90985
H: 17.45925 8.36326 9.17388
H: 16.04624 8.62240 7.26870
H: 17.99607 8.63293 5.64022
H: 19.15998 10.67612 5.06110
H: 18.70376 12.81524 6.32882
H: 15.33796 15.71104 8.45407
H: 16.48333 16.99331 7.86446
H: 16.74563 16.21815 9.43972
H: 16.14811 14.92669 5.47820
H: 17.82871 14.48590 4.99134
H: 17.47517 16.17144 5.48822
H: 19.36960 13.99382 8.94929
H: 19.32385 15.77724 8.76210
H: 19.95254 14.69205 7.43049
S: 13.68426 15.54448 4.67035
P: 12.71550 15.69075 6.40346
S: 12.98353 14.35250 7.89185
C: 10.93649 15.61975 6.24508
C: 10.25042 14.45465 6.46144
C: 8.84946 14.46342 6.51530
C: 8.16419 15.63403 6.35067
C: 8.85552 16.83761 6.08177
C: 10.23702 16.80165 5.96833
C: 13.02714 17.36222 7.10101
C: 12.26507 17.76801 8.20490
C: 12.35651 19.02519 8.76805
C: 13.07634 20.01776 8.09136
C: 13.84926 19.61291 6.98831
C: 13.86193 18.29526 6.54346
H: 10.83860 13.54644 6.58097
H: 8.31124 13.56236 6.70156
H: 7.08624 15.64077 6.47472
H: 8.32565 17.80430 6.09557
H: 10.77136 17.74480 5.69559
H: 11.55618 17.03651 8.63466
H: 11.89378 19.32925 9.68002
H: 13.11665 21.02362 8.39380
H: 14.44260 20.38034 6.50928
H: 14.47473 17.94240 5.68945

Cartesian forces, eV/Å:
1.2 -0.1 -0.9
0.3 -0.5 0.1
-1.5 1.8 -0.2
0.2 0.1 -0.1
0.5 0.0 0.9
-0.7 -0.7 -1.6
-0.2 1.6 0.8
1.5 -1.5 0.6
0.6 0.2 0.3
0.0 1.0 0.9
-0.1 -1.0 -0.5
0.1 -0.2 -0.5
-0.8 0.6 -0.2
0.6 0.8 1.1
-0.1 -0.9 -0.7
0.7 -0.4 0.1
-0.3 -0.1 -0.1
-0.3 -0.5 -0.6
-0.6 0.0 -0.4
0.3 -0.2 0.1
-0.2 0.1 0.0
-0.2 0.3 0.3
1.0 0.1 0.1
-0.8 0.9 0.2
-0.2 0.3 -1.1
-0.9 -0.5 0.8
-0.5 0.0 0.6
0.8 0.6 -0.6
0.8 -0.7 -0.6
-0.6 0.4 -0.1
-0.3 -0.2 0.0
-0.1 0.3 -0.4
0.0 -0.3 -0.1
-0.1 -0.7 -0.5
0.2 0.1 0.5
0.0 -0.5 0.9
-0.3 -0.3 0.1
0.3 0.3 -0.3
0.4 -0.9 0.5
0.0 0.3 0.0
-0.6 0.2 -0.4
1.1 1.0 -1.4
1.5 0.8 1.6
0.5 0.4 1.4
-2.0 -1.4 2.5
2.5 0.8 -2.6
-0.4 2.1 1.8
0.4 0.3 -0.8
-0.7 -1.5 0.6
-0.1 1.1 0.6
-0.4 -1.9 0.0
-0.4 0.6 -0.3
-0.5 -0.2 1.5
0.2 -0.1 0.7
-0.2 -0.3 -0.1
0.2 -0.2 0.2
-0.1 0.8 -0.1
-0.2 -0.6 0.9
0.9 -0.5 -0.5
-0.3 0.9 -0.9
-0.5 0.1 0.0
-0.6 -1.3 -0.6
-0.2 0.1 0.0
-0.7 -0.2 -1.1
0.0 0.0 -0.2
0.5 0.0 -0.3
-0.1 -0.1 -0.3
0.2 0.2 0.0
-0.7 -0.9 0.0
0.4 0.5 -0.2
-0.2 -0.3 0.0
-0.2 -0.3 -0.7
0.8 0.3 -0.1
-0.3 0.2 0.3
-0.2 -0.5 0.2
-0.3 0.5 -0.5
0.0 -0.6 -0.5
-0.1 0.3 0.2
-0.6 0.0 0.4
1.9 -0.2 -0.2
0.1 0.3 -0.2
-0.5 1.3 -0.6
-0.5 -0.7 0.0
1.0 -0.2 -0.3
-0.2 1.4 0.1
-0.4 -0.3 0.4
0.0 0.9 -0.1
-1.3 0.3 0.8
-0.6 -1.1 0.7
0.5 1.0 -0.9
0.8 -2.3 -1.1
-0.3 0.6 0.6
0.8 -0.1 -1.2
-0.3 0.1 0.3
-0.2 -0.6 0.1
0.0 0.1 -0.1
0.2 -0.6 -0.4
-0.3 -1.0 0.5
0.6 0.4 -0.1
-0.7 -0.3 0.5
0.0 1.1 0.6
0.2 -0.1 -0.2
-0.3 0.5 0.5

Its multiplicity is 4. As for the total charge: -2. The expectation value of S² is 3.77. The value obtained for the HOMO energy (alpha / beta) is -0.631 / -0.839 eV. The calculated total energy is -282079.3145 eV. The frontier orbital gap (alpha / beta) is 4.30 / 4.50 eV. The energy above the lowest of the compared OMol25 structures with the same formula, charge and spin is 0.00 kcal per mole.

No. 4
Formula: H4N2OS
Source: OMol25
Level of theory: ωB97M-V/def2-TZVPD

Element x y z (Å)
N: 0.01365 -1.46602 -0.02980
N: 0.41943 1.19853 0.20972
O: -1.86105 0.10874 -0.40552
S: -0.64056 -0.12656 0.70307
H: 0.46963 -2.00756 0.65777
H: 1.02651 1.38557 1.02735
H: 1.07643 0.85000 -0.62188
H: -1.96531 -0.84620 -0.68168

Cartesian forces, eV/Å:
-2.1 3.1 0.5
0.8 -1.4 -1.1
0.9 -1.1 0.9
2.3 -1.4 -3.2
0.5 -0.8 1.2
-0.5 -0.1 -0.6
-2.0 0.6 2.3
0.1 1.1 -0.1

The value obtained for the HOMO energy is -8.969 eV. The calculated total energy is -15925.6416 eV. The frontier orbital gap is 9.70 eV. The energy above the lowest of the compared OMol25 structures with the same formula, charge and spin is 32.80 kcal per mole.

No. 5
Formula: C6H10O
Source: OMol25
Level of theory: ωB97M-V/def2-TZVPD

Element x y z (Å)
C: 1.23574 1.09689 0.22696
C: 1.51974 -0.36191 -0.28453
C: 0.55724 -1.51706 0.35678
C: -0.56773 -0.70961 -0.34318
O: -1.94056 -0.43655 -0.16726
C: -1.00095 0.38459 0.39436
C: -0.43512 1.46817 -0.06869
H: 1.88207 1.90959 -0.36177
H: 1.24538 1.11367 1.32154
H: 2.78171 -0.57406 -0.18203
H: 1.80932 -0.21714 -1.45169
H: 0.77966 -1.90662 1.40961
H: 1.00144 -2.47121 -0.25014
H: -0.10894 -0.46880 -1.35126
H: -0.76929 0.03478 1.43952
H: -0.48614 2.42720 0.35848
H: -0.46428 1.47860 -1.28442

Cartesian forces, eV/Å:
-1.4 0.8 -1.9
6.6 1.0 -0.2
3.0 -1.8 -3.8
0.8 -3.5 -1.8
-1.9 -1.5 -0.8
-1.6 -5.2 5.8
6.8 6.2 -5.9
-1.2 -1.8 1.8
0.7 0.4 -0.2
-3.3 0.3 1.0
-2.1 -1.1 2.1
-1.0 1.7 -1.1
-1.7 1.9 1.0
-1.8 -0.7 1.0
-0.8 1.4 -0.2
-0.9 1.4 0.4
-0.3 0.5 2.9

The value obtained for the HOMO energy is -9.329 eV. The calculated total energy is -8424.6662 eV. The frontier orbital gap is 10.36 eV. The energy above the lowest of the compared OMol25 structures with the same formula, charge and spin is 151.60 kcal per mole.

No. 6
Formula: C4H4N2O
Source: OMol25
Level of theory: ωB97M-V/def2-TZVPD

Element x y z (Å)
O: -2.50720 -0.19101 0.04252
C: -1.12650 -0.10573 -0.09828
C: -0.33819 1.06716 0.01889
C: 0.97313 0.87811 -0.12308
C: 1.55929 -0.42405 0.14554
N: 0.78637 -1.52448 -0.08070
N: -0.51724 -1.34033 -0.19834
H: -2.71620 -1.23586 0.37326
H: -0.70545 2.17018 -0.22525
H: 1.88072 1.58342 -0.14769
H: 2.71127 -0.87742 0.29312

Cartesian forces, eV/Å:
1.0 -3.1 1.1
0.3 -2.6 1.2
-3.0 2.7 -2.6
6.5 -1.5 2.3
0.4 -2.7 -1.7
0.1 1.9 1.0
-1.3 1.5 0.1
1.2 4.1 -1.7
0.2 -2.6 1.0
-2.3 -0.1 -0.1
-3.1 2.4 -0.5

The value obtained for the HOMO energy is -9.339 eV. The calculated total energy is -9237.3255 eV. The frontier orbital gap is 9.78 eV. The energy above the lowest of the compared OMol25 structures with the same formula, charge and spin is 72.93 kcal per mole.